1.
3 unconnected molecules or ions with the total composition C4H14O2S2 in a non-equilibrium geometry, computed with ωB97M-V with the def2-TZVPD basis set.

Structure (ORCA input):
```
! wB97M-V def2-TZVPD RIJCOSX def2/J DEFGRID3
* xyz -1 2
C 1.43318 1.50647 -1.25577
C 1.96097 0.07901 -1.45017
S 0.83476 -0.87566 -2.61104
S -1.07111 -1.00696 -1.80597
C -0.91532 -1.02948 0.01629
C 0.03870 -2.13039 0.57497
H 1.31416 1.66627 -0.20245
H 0.53619 1.64193 -1.74361
H 2.27793 2.24181 -1.59488
H 2.22598 -0.44245 -0.52491
H 2.91553 0.16078 -1.97099
H -0.65466 -0.08955 0.34005
H -1.88473 -1.30545 0.54745
H -0.47886 -3.06090 0.27699
H 0.32024 -1.94374 1.58818
H 0.96727 -2.25894 -0.12080
H -2.13971 0.45292 2.85152
H -0.75328 0.86598 2.87688
O -1.33730 0.35363 3.29143
H -1.15760 1.75524 0.01794
H -2.58911 1.77482 0.20666
O -1.84323 1.64468 0.69223
*
```

Computed properties:
HOMO-LUMO gap (alpha / beta) = 2.31 / 7.62 eV
expectation value of S² = 0.751

Results of the Mulliken charge analysis, in e, for atoms 1 through 2: atom 1 (C): -1.448, atom 2 (C): -0.507

---

2.
4 unconnected molecules or ions with the total composition C4H14O3 in a non-equilibrium geometry, computed with ωB97M-V with the def2-TZVPD basis set.

Structure (ORCA input):
```
! wB97M-V def2-TZVPD RIJCOSX def2/J DEFGRID3
* xyz 0 1
C -3.00282 1.21592 -3.26533
C -1.70447 1.41328 -2.47991
C -0.68756 2.11992 -2.94157
C 0.59648 2.34789 -2.16316
H -3.03019 1.93436 -4.09665
H -2.95052 0.25163 -3.76571
H -3.84114 1.37958 -2.60534
H -1.70555 0.86522 -1.54371
H -0.75018 2.68635 -3.86193
H 1.41441 1.90545 -2.72710
H 0.79620 3.40427 -1.98916
H 0.52674 1.77783 -1.24183
O 2.18229 -2.79132 3.88948
H 2.33722 -3.72807 4.07737
H 2.12221 -2.75843 2.92134
O -0.08170 -1.37149 6.84364
H 0.29718 -0.48711 6.77714
H 0.25939 -1.83130 6.05769
O 2.37680 -2.70270 1.01529
H 1.62210 -3.03489 0.52759
H 3.22314 -2.59641 0.57185
*
```

Computed properties:
HOMO-LUMO gap = 9.73 eV
SMILES = C/C=C/C.O.O.O

Results of the Mulliken charge analysis, in e, for atoms 1 through 2: atom 1 (C): -1.105, atom 2 (C): -0.082

---

3.
4 unconnected molecules or ions with the total composition C4H14O3 in a non-equilibrium geometry, computed with ωB97M-V with the def2-TZVPD basis set.

Structure (ORCA input):
```
! wB97M-V def2-TZVPD RIJCOSX def2/J DEFGRID3
* xyz 0 1
C 1.47737 1.24396 0.79284
C 1.21862 0.18661 1.55069
C 2.13035 -0.67888 2.35216
C 1.98576 -2.16980 1.95146
H 0.73471 1.78208 0.22424
H 2.44601 1.72454 0.65145
H 0.17706 -0.10025 1.73283
H 3.12393 -0.22957 2.35774
H 1.81502 -0.62930 3.40564
H 2.44582 -2.74542 2.76015
H 0.97724 -2.43140 1.66691
H 2.53728 -2.46717 1.04668
O -0.73303 0.00134 -2.92659
H -0.01485 -0.13847 -2.27517
H -1.02300 -0.90712 -3.12133
O -4.26513 -0.16411 2.53818
H -3.49026 -0.05363 1.98533
H -4.06716 0.45417 3.23304
O -0.59605 1.57586 -5.11197
H -1.19484 2.19854 -4.74572
H -0.57757 0.82368 -4.48907
*
```

Computed properties:
HOMO-LUMO gap = 10.23 eV
SMILES = C=CCC.O.O.O

Results of the Mulliken charge analysis, in e, for atoms 1 through 2: atom 1 (C): -0.839, atom 2 (C): -0.028

---

4.
4 unconnected molecules or ions with the total composition C4H14O3 in a non-equilibrium geometry, computed with ωB97M-V with the def2-TZVPD basis set.

Structure (ORCA input):
```
! wB97M-V def2-TZVPD RIJCOSX def2/J DEFGRID3
* xyz 0 1
C -0.55492 1.72523 -1.90454
C -0.43042 0.27195 -1.28655
C -1.50958 -0.41781 -0.80006
C -1.45571 -1.81634 -0.41607
H -1.62827 2.02145 -1.94506
H 0.02062 2.53815 -1.39027
H -0.16709 1.69023 -2.93336
H 0.56034 -0.16521 -1.33004
H -2.47748 0.03452 -0.52332
H -0.49276 -2.37944 -0.32483
H -1.61989 -1.81560 0.66578
H -2.18036 -2.43628 -0.83544
O -0.27094 0.48803 1.87751
H 0.24364 -0.25815 2.03666
H -0.43087 0.48373 0.89880
O 2.18144 1.24562 0.96944
H 2.51586 1.81561 1.69730
H 1.26280 1.12871 1.14549
O 1.78040 -1.51918 1.38988
H 2.51038 -2.05190 1.63700
H 2.14280 -0.58333 1.37169
*
```

Computed properties:
HOMO-LUMO gap = 9.99 eV
SMILES = C/C=C/C.O.O.O

Results of the Mulliken charge analysis, in e, for atoms 1 through 2: atom 1 (C): -1.046, atom 2 (C): -0.153

---

5.
4 unconnected molecules or ions with the total composition C4H14O3 in a non-equilibrium geometry, computed with ωB97M-V with the def2-TZVPD basis set.

Structure (ORCA input):
```
! wB97M-V def2-TZVPD RIJCOSX def2/J DEFGRID3
* xyz 0 1
C -1.85300 0.13470 -1.25994
C -1.57823 -0.51241 0.05574
C -0.51050 -1.25653 0.35375
C -0.20595 -1.75866 1.79317
H -0.92357 0.61858 -1.57205
H -2.66952 0.85366 -1.17231
H -2.10570 -0.56020 -2.05469
H -2.41422 -0.50521 0.77315
H 0.16258 -1.62610 -0.41482
H -1.17429 -2.21529 2.01702
H 0.54561 -2.52829 1.72871
H 0.16429 -0.95435 2.40704
O 1.98244 2.16105 -0.80009
H 2.88456 2.44689 -0.61574
H 1.57605 1.83385 0.02881
O 0.39832 1.47891 1.30966
H 0.45965 1.39167 2.26111
H -0.14558 0.70939 1.03687
O 1.87656 -0.28603 -2.06350
H 2.33714 0.29059 -1.42835
H 1.19339 0.28377 -2.38353
*
```

Computed properties:
HOMO-LUMO gap = 10.19 eV
SMILES = C/C=C/C.O.O.O

Results of the Mulliken charge analysis, in e, for atoms 1 through 2: atom 1 (C): -0.942, atom 2 (C): -0.161

---

6.
3 unconnected molecules or ions with the total composition C4H14O3 in a non-equilibrium geometry, computed with ωB97M-V with the def2-TZVPD basis set.

Structure (ORCA input):
```
! wB97M-V def2-TZVPD RIJCOSX def2/J DEFGRID3
* xyz 1 2
C 1.28741 -0.29716 1.08221
O 2.23882 0.25459 1.92652
C 1.66857 -0.14462 -0.38300
C 0.58829 -0.66746 -1.34120
C 0.95703 -0.33376 -2.78150
H 0.24924 0.13016 1.30517
H 1.21714 -1.37115 1.27893
H 2.31243 1.16084 1.55455
H 2.02965 0.82019 -0.75137
H 2.54449 -0.80233 -0.47711
H 0.43718 -1.73992 -1.21288
H -0.36378 -0.21859 -1.05160
H 1.93234 -0.74568 -3.03507
H 0.24800 -0.73394 -3.50226
H 0.98046 0.75311 -2.87527
H -5.83088 -0.78925 2.27394
H -4.86169 -0.21693 3.20649
O -4.88089 -0.61702 2.32718
H -1.46562 1.83417 0.21603
H -0.17283 1.94544 1.12721
O -1.11535 1.77930 1.11301
*
```

Computed properties:
HOMO-LUMO gap (alpha / beta) = 9.83 / 3.70 eV
expectation value of S² = 0.755

Results of the Mulliken charge analysis, in e, for atoms 1 through 2: atom 1 (C): -0.617, atom 2 (O): -0.195

---

7.
3 unconnected molecules or ions with the total composition C4H14O4 in a non-equilibrium geometry, computed with ωB97M-V with the def2-TZVPD basis set.

Structure (ORCA input):
```
! wB97M-V def2-TZVPD RIJCOSX def2/J DEFGRID3
* xyz 0 1
O -0.20353 -2.31981 0.04232
C -1.56324 -1.95302 -0.25574
C -1.80941 -0.47136 -0.50945
C -0.84438 0.17038 -1.52353
C 0.65477 0.26157 -1.06445
O 1.62014 -0.49121 -1.76033
H 0.01786 -2.96831 -0.62621
H -1.95682 -2.47614 -1.14074
H -2.14546 -2.36140 0.56658
H -2.79049 -0.36236 -0.95749
H -1.65997 0.05670 0.43606
H -1.21157 1.16877 -1.75998
H -0.83175 -0.33644 -2.50349
H 0.65860 -0.05596 -0.02977
H 0.81000 1.33902 -1.15803
H 1.15061 -1.14303 -2.26814
O 3.33417 4.49924 2.59759
H 3.95349 4.45768 1.88702
H 3.04037 3.63240 2.87405
O 0.15797 -0.27768 2.68739
H -0.51243 0.40179 2.61652
H 0.13107 -0.77086 1.84985
*
```

Computed properties:
HOMO-LUMO gap = 10.84 eV
SMILES = OCCCCO.O.O

Results of the Mulliken charge analysis, in e, for atoms 1 through 2: atom 1 (O): -0.491, atom 2 (C): -0.655

---

8.
3 unconnected molecules or ions with the total composition C4H14O4 in a non-equilibrium geometry, computed with ωB97M-V with the def2-TZVPD basis set.

Structure (ORCA input):
```
! wB97M-V def2-TZVPD RIJCOSX def2/J DEFGRID3
* xyz 0 1
O 2.43465 -1.26340 -2.04331
C 1.24392 -1.68766 -1.39487
C 0.27237 -0.52448 -1.10871
C 0.94173 0.59408 -0.27800
C 1.29666 0.18784 1.15342
O 0.08787 -0.09079 1.84015
H 3.13561 -0.95908 -1.46101
H 0.76074 -2.26037 -2.18547
H 1.43832 -2.24393 -0.47924
H -0.59326 -0.91175 -0.56252
H -0.13349 -0.06197 -2.00662
H 0.20769 1.40020 -0.19635
H 1.75369 0.93524 -0.92139
H 1.81850 0.98891 1.68010
H 2.00122 -0.64565 1.09845
H 0.00937 -0.93191 2.24198
O -2.14273 1.74010 1.62516
H -2.25749 1.48078 2.51668
H -1.19434 1.58228 1.50329
O -3.53165 0.77520 -0.65390
H -3.06369 1.02815 0.14266
H -4.48567 0.86821 -0.51049
*
```

Computed properties:
HOMO-LUMO gap = 10.68 eV
SMILES = OCCCCO.O.O

Results of the Mulliken charge analysis, in e, for atoms 1 through 2: atom 1 (O): -0.532, atom 2 (C): -0.617

---

Relative energy (zero: lowest compared OMol25 entry of this formula, charge and spin) readings, ordered: 260.54; 111.74; 141.80; 126.56; 115.84; 165.66; 109.98; 56.65 kJ/mol